DFT (the ωB97M-V functional and the def2-TZVPD basis) results for the molecule C4H8ClNOS.

Summary:
Total energy ... -1145.46438 hartree
HOMO energy ... -9.2 eV
Orbital gap ... 9.18 eV
Spin multiplicity ... 1
ΔE to the lowest compared entry with this formula, charge and spin ... 362.6 kJ/mol

Element x y z (Å)
C -0.48 -0.28 0.82
C -0.50 1.11 1.56
C -0.39 0.48 -1.69
C 0.27 -0.09 -0.50
N 1.22 -1.10 -0.98
O 0.33 -1.17 1.58
S 0.99 1.56 -1.03
Cl 0.76 -2.82 -0.46
H -1.57 -0.73 0.67
H -1.28 1.05 2.39
H -0.77 1.90 0.79
H 0.52 1.15 2.02
H -1.37 0.91 -1.56
H -0.14 0.18 -2.71
H 1.31 -0.97 -1.97
H 1.10 -1.18 1.07

The net atomic charges from Mulliken, expressed in e, are:
1. C 0.27
2. C -1.18
3. C -1.30
4. C 0.98
5. N -0.63
6. O -0.59
7. S -0.13
8. Cl -0.10
9. H 0.31
10. H 0.33
11. H 0.37
12. H 0.28
13. H 0.30
14. H 0.30
15. H 0.34
16. H 0.44



DFT (the ωB97M-V functional and the def2-TZVPD basis) results for a cluster of 2 separate species, C4H8ClNSi in total.

Summary:
Total energy ... -961.49268 hartree
HOMO energy (spin up / spin down) ... -8.6 / -8.2 eV
Orbital gap (spin up / spin down) ... 6.99 / 7.49 eV
Spin multiplicity ... 1
ΔE to the lowest compared entry with this formula, charge and spin ... 412.7 kJ/mol

Element x y z (Å)
C -2.46 0.33 0.00
C 2.63 -0.35 1.05
C -2.90 0.05 -1.16
C 0.44 -0.48 -0.86
N -2.18 0.56 1.11
Si 0.91 0.40 0.60
Cl 0.73 2.43 0.43
H 2.44 -1.50 1.23
H 3.47 -0.08 0.40
H 3.03 -0.02 2.06
H -3.17 -0.96 -1.68
H -2.95 0.76 -1.97
H 0.18 0.01 -1.69
H 0.52 -1.53 -0.77
H -0.70 0.39 1.27

The net atomic charges from Mulliken, expressed in e, are:
1. C 0.74
2. C -0.95
3. C -0.97
4. C -0.92
5. N -0.48
6. Si 0.48
7. Cl -0.26
8. H 0.26
9. H 0.31
10. H 0.28
11. H 0.23
12. H 0.27
13. H 0.50
14. H 0.32
15. H 0.18



DFT (the ωB97M-V functional and the def2-TZVPD basis) results for a structure of composition C4H8ClO12S2Ti.

Summary:
<S²> ... 3.751
Total energy ... -3165.72968 hartree
HOMO energy (spin up / spin down) ... -6.3 / -10.2 eV
Orbital gap (spin up / spin down) ... 6.44 / 10.31 eV
Spin multiplicity ... 4
ΔE to the lowest compared entry with this formula, charge and spin ... 0.0 kJ/mol

Element x y z (Å)
Ti 12.42 2.41 -19.48
Cl 13.37 5.36 -19.00
O 12.10 6.01 -19.14
O 14.39 6.28 -18.64
O 13.25 4.28 -18.01
O 13.70 4.67 -20.24
C 17.44 1.40 -18.30
C 16.65 1.83 -17.05
O 15.63 0.81 -16.95
S 15.27 0.18 -18.35
O 14.47 1.08 -19.11
O 14.86 -1.15 -18.17
O 16.78 0.25 -18.87
H 18.50 1.23 -18.15
H 17.49 2.08 -19.16
H 16.08 2.75 -17.15
H 17.22 1.76 -16.13
C 11.40 2.69 -14.30
C 10.07 1.99 -14.67
O 10.31 1.38 -15.93
S 11.81 0.82 -15.90
O 12.32 0.63 -17.20
O 11.89 -0.28 -15.01
O 12.36 2.15 -15.25
H 11.75 2.53 -13.28
H 11.44 3.73 -14.61
H 9.21 2.65 -14.79
H 9.84 1.21 -13.94

The net atomic charges from Mulliken, expressed in e, are:
1. Ti 0.64
2. Cl 1.72
3. O -0.60
4. O -0.62
5. O -0.57
6. O -0.71
7. C -0.34
8. C -0.14
9. O -0.31
10. S 1.14
11. O -0.38
12. O -0.54
13. O -0.38
14. H 0.28
15. H 0.28
16. H 0.21
17. H 0.28
18. C -0.29
19. C -0.32
20. O -0.34
21. S 1.09
22. O -0.40
23. O -0.59
24. O -0.25
25. H 0.24
26. H 0.28
27. H 0.32
28. H 0.30



DFT (the ωB97M-V functional and the def2-TZVPD basis) results for a structure of composition C4H8CsF3I2N2O2.

Summary:
Total energy ... -1332.27698 hartree
HOMO energy ... -6.5 eV
Orbital gap ... 6.02 eV
Spin multiplicity ... 1
ΔE to the lowest compared entry with this formula, charge and spin ... 10.7 kJ/mol

Element x y z (Å)
Cs 0.53 0.96 -0.85
I 0.82 -0.24 2.98
C 2.90 -0.04 2.91
I 3.71 -0.19 0.98
H 3.36 -0.80 3.52
H 3.15 0.95 3.29
C -0.75 -1.11 -5.20
O -1.44 -1.86 -4.20
C -1.07 -1.61 -2.94
O -0.23 -0.79 -2.62
N -1.76 -2.36 -2.05
N -1.55 -2.10 -0.69
H -1.19 -1.43 -6.14
H 0.31 -1.34 -5.18
H -0.91 -0.04 -5.04
H -2.55 -2.90 -2.36
H -1.33 -2.95 -0.20
H -2.36 -1.64 -0.29
F -3.26 2.01 -0.04
C -1.95 2.53 0.08
F -2.06 3.33 1.21
F -1.95 3.51 -0.96

The net atomic charges from Mulliken, expressed in e, are:
1. Cs 1.02
2. I 0.13
3. C -0.82
4. I 0.05
5. H 0.32
6. H 0.35
7. C -0.63
8. O -0.39
9. C 0.66
10. O -0.56
11. N -0.10
12. N -0.47
13. H 0.22
14. H 0.28
15. H 0.29
16. H 0.24
17. H 0.24
18. H 0.23
19. F -0.30
20. C -0.23
21. F -0.27
22. F -0.25